2 unconnected molecules or ions with the total composition C9H14 in a non-equilibrium geometry. Source: the OMol25 dataset; level of theory: wB97M-V/def2-TZVPD.

Calculated values
Highest occupied orbital energy, eV: -9.1
Energy above the lowest of the compared OMol25 structures with the same formula, charge and spin, eV: 1.064
LUMO, eV: 0.989

```
23
Properties=species:S:1:pos:R:3:forces:R:3:lowdin_charge:R:1
C 0.91629 2.61814 -0.59607 2.06 -1.55 1.33 -0.055
C 0.03966 -1.42975 -1.83716 1.17 -0.94 0.96 -0.121
C 0.69943 -1.18849 -0.61242 -0.91 -1.48 -0.06 -0.105
C -0.36080 -0.39319 -2.58875 0.26 3.13 -0.70 -0.081
C 1.02023 0.06138 -0.19659 0.05 0.58 0.18 -0.065
C -0.04695 0.97425 -2.16126 -0.09 -2.98 -1.39 -0.041
C 0.67754 1.15998 -1.01276 -0.38 1.47 0.47 -0.285
H 0.07681 -2.45757 -2.17719 -0.75 0.00 -0.10 0.102
H 0.78944 -2.07220 0.03137 0.61 0.47 -0.15 0.106
H -0.81547 -0.49855 -3.57203 0.01 -0.20 0.23 0.098
H 1.53860 0.16368 0.75860 -0.20 0.35 -0.26 0.112
H -0.21396 1.73267 -2.92511 -0.21 0.26 0.65 0.109
H 1.42058 2.61732 0.38927 -0.49 -0.16 -0.02 0.069
H -0.02424 3.11900 -0.44226 -0.03 0.66 -0.60 0.073
H 1.75110 3.05909 -1.16798 -1.11 0.38 -0.49 0.085
C -0.74551 -1.35084 3.99294 -1.42 0.81 -1.71 -0.146
C -1.68643 -0.49013 3.07238 0.00 0.45 -0.13 -0.174
H -0.19039 -2.07034 3.39584 0.03 0.00 -0.15 0.048
H -0.02504 -0.66290 4.40759 -0.03 -0.27 1.07 0.052
H -1.45174 -1.91667 4.59705 0.72 0.12 0.85 0.059
H -2.63542 -0.12979 3.53101 0.64 -0.65 0.07 0.064
H -1.24316 0.44750 2.70934 0.34 -0.33 0.11 0.049
H -1.93957 -1.04663 2.17754 -0.27 -0.13 -0.15 0.046
```
Forces are in eV/Å.

---

2 unconnected molecules or ions with the total composition C9H14 in a non-equilibrium geometry. Source: the OMol25 dataset; level of theory: wB97M-V/def2-TZVPD.

Calculated values
Highest occupied orbital energy, eV: -9.1
Energy above the lowest of the compared OMol25 structures with the same formula, charge and spin, eV: 0.547
LUMO, eV: 1.058

```
23
Properties=species:S:1:pos:R:3:forces:R:3:lowdin_charge:R:1
C -1.47559 -0.88631 0.37628 -0.11 -1.25 0.62 -0.058
C 1.28736 -3.06562 -1.07478 -0.32 0.16 0.23 -0.095
C 1.99713 -2.15613 -1.82370 0.95 0.64 1.15 -0.099
C 0.15798 -2.65483 -0.35862 -0.04 -1.03 -0.74 -0.059
C -0.22505 -1.33211 -0.31774 -0.09 0.27 -0.51 -0.280
C 1.64848 -0.80133 -1.74628 0.53 -0.50 -0.37 -0.088
C 0.55980 -0.40364 -1.01220 -0.89 -0.03 -0.14 -0.059
H 1.60945 -4.09357 -0.99680 -0.08 -0.14 -0.24 0.099
H 2.97444 -2.42954 -2.20814 -0.29 -0.06 -0.49 0.100
H -0.49345 -3.46966 -0.04510 0.04 0.39 0.66 0.112
H 2.27798 -0.08466 -2.25411 -0.15 0.16 -0.13 0.100
H -1.29099 -0.86550 1.45398 0.12 0.94 0.00 0.087
H -2.22926 -1.67472 0.38322 -0.14 -0.11 -0.62 0.076
H 0.16176 0.59985 -1.10091 0.37 0.20 0.24 0.094
H -1.91263 0.00257 -0.06011 0.08 0.29 0.30 0.072
C -1.09806 2.62082 1.89578 -0.01 0.06 -0.23 -0.158
C -0.15860 3.22443 0.85805 0.00 -0.38 -0.92 -0.164
H -1.60103 1.74033 1.49508 -0.13 0.14 -0.02 0.033
H -0.57934 2.28090 2.79019 0.02 0.18 0.09 0.064
H -1.85065 3.36973 2.14361 -0.03 -0.21 0.37 0.062
H -0.69155 3.91956 0.20020 0.13 0.25 0.37 0.066
H 0.19066 2.47998 0.14072 0.16 -0.27 0.22 0.032
H 0.74115 3.67945 1.26139 -0.13 0.29 0.16 0.062
```
Forces are in eV/Å.

---

2 unconnected molecules or ions with the total composition C9H14 in a non-equilibrium geometry. Source: the OMol25 dataset; level of theory: wB97M-V/def2-TZVPD.

Calculated values
Highest occupied orbital energy, eV: -9.0
Energy above the lowest of the compared OMol25 structures with the same formula, charge and spin, eV: 1.048
LUMO, eV: 0.972

```
23
Properties=species:S:1:pos:R:3:forces:R:3:lowdin_charge:R:1
C 0.03356 2.23731 2.34941 -1.69 -0.58 -0.52 -0.179
C 0.21896 1.95550 3.84640 -0.36 1.33 -0.42 -0.151
H 0.89565 1.99093 1.76010 0.46 0.13 -0.28 0.039
H -0.80727 1.67163 1.90568 0.43 -0.44 0.39 0.059
H -0.36716 3.21708 2.07202 0.84 0.42 0.52 0.067
H -0.34576 2.72981 4.37092 -0.05 -0.24 0.30 0.059
H 1.25805 2.13512 4.11102 0.07 -0.38 0.21 0.060
H -0.15275 0.98768 4.17460 0.29 -0.08 -0.10 0.059
C -1.32441 -1.78371 0.68997 -1.22 -0.74 -0.55 -0.050
C 0.12246 -1.01458 -2.79186 -0.43 3.12 -0.30 -0.091
C -0.78891 -1.36494 -1.81791 -1.65 -2.27 -0.55 -0.086
C 1.07151 -0.00531 -2.50928 -0.56 -2.55 1.31 -0.072
C -0.65518 -1.12366 -0.47893 2.00 1.95 1.49 -0.267
C 1.16713 0.33350 -1.14883 1.10 1.10 -0.68 -0.096
C 0.34719 -0.16683 -0.16464 -0.76 -1.34 -0.48 -0.059
H -0.16332 -1.07658 -3.83184 0.17 -0.90 -0.18 0.097
H -1.65879 -1.96805 -2.11607 0.43 0.00 -0.03 0.117
H 1.78421 0.18354 -3.29208 0.22 0.83 0.13 0.093
H 1.93562 1.03270 -0.83402 0.01 0.08 -0.08 0.098
H -2.40645 -1.85175 0.57908 -0.18 -0.12 -0.36 0.076
H -1.23242 -1.28409 1.64377 0.63 0.34 0.08 0.065
H 0.48335 0.09890 0.86877 0.19 0.11 0.06 0.074
H -0.98092 -2.82076 0.79418 0.07 0.23 0.05 0.088
```
Forces are in eV/Å.

---

2 unconnected molecules or ions with the total composition C9H14 in a non-equilibrium geometry. Source: the OMol25 dataset; level of theory: wB97M-V/def2-TZVPD.

Calculated values
Highest occupied orbital energy, eV: -9.1
Energy above the lowest of the compared OMol25 structures with the same formula, charge and spin, eV: 0.459
LUMO, eV: 1.025

```
23
Properties=species:S:1:pos:R:3:forces:R:3:lowdin_charge:R:1
C 1.76139 -2.53122 0.54828 -0.12 0.09 -0.14 -0.164
C 2.51549 -1.70123 -0.53045 -1.13 -0.75 1.11 -0.150
H 2.21867 -3.51079 0.68995 -0.10 -0.07 -0.16 0.056
H 1.72771 -2.07486 1.53557 0.22 0.25 0.00 0.057
H 0.71768 -2.67009 0.25981 0.03 -0.11 0.00 0.047
H 2.37713 -0.64681 -0.30507 0.40 0.11 -0.15 0.045
H 2.01618 -1.91227 -1.47315 0.44 0.04 -0.30 0.055
H 3.54642 -2.03491 -0.51601 0.23 0.46 -0.37 0.056
C -1.75233 -0.65611 -1.12673 0.45 -0.71 0.03 -0.059
C -2.17715 1.11052 0.66578 0.40 -0.01 -0.46 -0.053
C -1.35111 0.55141 -0.30457 0.27 -0.52 -1.47 -0.272
C -1.73848 2.21345 1.37905 -0.34 0.65 -0.58 -0.087
C -0.51643 2.80334 1.05908 -0.48 -0.23 0.38 -0.104
C -0.12284 1.12789 -0.64075 -0.43 1.24 1.03 -0.057
C 0.26791 2.27098 0.05738 0.57 -0.25 0.41 -0.094
H -3.18474 0.72326 0.70643 -0.08 -0.05 0.54 0.111
H -2.41122 2.75791 2.03034 0.02 -0.29 0.27 0.100
H -1.81519 -1.55555 -0.50777 -0.23 0.10 0.14 0.075
H -0.95479 -0.89282 -1.83220 0.08 0.13 -0.04 0.064
H -0.21814 3.69835 1.58671 0.14 0.01 0.00 0.098
H 0.49927 0.83312 -1.46796 -0.06 -0.59 -0.08 0.102
H 1.24708 2.71331 -0.07569 -0.03 0.06 -0.46 0.100
H -2.65250 -0.61689 -1.73806 -0.26 0.45 0.31 0.076
```
Forces are in eV/Å.

---

2 unconnected molecules or ions with the total composition C9H14 in a non-equilibrium geometry. Source: the OMol25 dataset; level of theory: wB97M-V/def2-TZVPD.

Calculated values
Highest occupied orbital energy, eV: -8.9
Energy above the lowest of the compared OMol25 structures with the same formula, charge and spin, eV: 1.060
LUMO, eV: 1.027

```
23
Properties=species:S:1:pos:R:3:forces:R:3:lowdin_charge:R:1
C 2.41349 -1.80246 2.26603 2.68 0.74 2.36 -0.077
C -0.22605 -0.46168 -0.74957 -1.25 -0.27 1.46 -0.116
C 1.08433 -0.60459 -1.04467 1.82 0.13 0.20 -0.087
C -0.70832 -0.68562 0.56344 1.22 -0.71 -1.19 -0.055
C 1.94916 -1.00401 -0.02056 -0.34 0.91 0.10 -0.042
C 0.16364 -1.21166 1.50597 -1.70 0.18 -0.15 -0.058
C 1.51449 -1.28732 1.26549 -0.90 -0.51 -1.44 -0.320
H -0.88851 -0.32382 -1.55131 -1.04 0.74 -0.75 0.076
H 1.48662 -0.30793 -2.02604 -0.27 -0.51 0.46 0.115
H -1.74245 -0.60063 0.80244 -0.65 0.01 -0.04 0.092
H 2.99228 -0.98162 -0.18060 1.09 -0.23 -0.35 0.093
H -0.31428 -1.69599 2.35215 0.40 0.49 0.51 0.116
H 2.38030 -2.83038 2.54495 -0.43 -1.22 -0.56 0.069
H 2.28360 -1.36953 3.29571 0.07 0.29 -1.04 0.100
H 3.46879 -1.61610 1.95007 -0.66 -0.10 0.42 0.092
C -2.22993 2.20928 -1.70534 -1.66 -0.33 1.89 -0.185
C -2.93412 3.55035 -1.60416 -1.69 2.15 -1.12 -0.194
H -1.44327 2.19150 -0.95768 0.18 -0.38 -0.09 0.055
H -2.95346 1.39231 -1.47809 0.56 0.41 0.02 0.077
H -1.86114 1.98319 -2.66568 0.70 0.06 -1.15 0.045
H -3.33142 3.89730 -2.59140 0.92 -0.25 0.19 0.061
H -2.28354 4.38193 -1.23651 -0.50 -0.75 -0.21 0.069
H -3.95368 3.66604 -1.11782 1.47 -0.86 0.48 0.075
```
Forces are in eV/Å.

---

2 unconnected molecules or ions with the total composition C9H14 in a non-equilibrium geometry. Source: the OMol25 dataset; level of theory: wB97M-V/def2-TZVPD.

Calculated values
Highest occupied orbital energy, eV: -8.8
Energy above the lowest of the compared OMol25 structures with the same formula, charge and spin, eV: 1.987
LUMO, eV: 1.070

```
23
Properties=species:S:1:pos:R:3:forces:R:3:lowdin_charge:R:1
C 0.11616 2.15506 1.58843 1.43 -1.52 2.51 -0.087
C 0.98742 2.71877 -0.72174 -1.37 -2.95 -0.31 -0.025
C 0.26695 1.77558 0.14515 1.19 2.08 0.13 -0.286
C 1.10326 2.30539 -2.03233 -3.61 -4.59 2.28 -0.078
C 0.46860 1.10189 -2.59132 -0.36 0.77 2.45 -0.054
C -0.22077 0.57623 -0.32439 -1.43 -0.37 -0.32 -0.079
C -0.29155 0.28743 -1.72645 0.98 -0.05 0.55 -0.088
H 1.51308 3.65217 -0.50658 -0.56 -0.37 0.77 0.113
H 1.61875 2.94222 -2.54206 3.09 3.26 -4.01 0.027
H -0.23056 3.16332 1.80458 -0.14 0.05 -0.41 0.065
H 1.15015 2.08181 2.13571 -1.63 0.19 -1.02 0.109
H 0.55531 0.78792 -3.60707 0.14 0.34 -0.64 0.078
H -0.71321 -0.12472 0.42031 0.58 1.02 -1.07 0.100
H -0.88699 -0.63015 -2.02870 1.09 1.30 0.07 0.115
H -0.52628 1.43131 2.19158 0.60 0.89 -0.98 0.086
C -0.89333 -2.90303 1.67535 2.37 3.32 -0.31 -0.141
C -0.30811 -3.20560 0.28446 -3.99 3.13 -0.58 -0.133
H -1.31430 -1.85872 1.67556 0.37 -0.94 0.22 0.063
H -1.64663 -3.51451 1.95627 -2.63 -2.15 0.38 0.011
H -0.21094 -2.98501 2.54345 0.21 0.32 -0.72 0.074
H 0.54480 -3.68083 0.27805 4.26 -3.29 0.40 -0.006
H 0.00036 -2.33054 -0.35861 -0.89 -0.30 0.94 0.063
H -1.08217 -3.74601 -0.25966 0.30 -0.13 -0.31 0.072
```
Forces are in eV/Å.

---

2 unconnected molecules or ions with the total composition C9H14 in a non-equilibrium geometry. Source: the OMol25 dataset; level of theory: wB97M-V/def2-TZVPD.

Calculated values
Highest occupied orbital energy, eV: -9.0
Energy above the lowest of the compared OMol25 structures with the same formula, charge and spin, eV: 1.771
LUMO, eV: 1.057

```
23
Properties=species:S:1:pos:R:3:forces:R:3:lowdin_charge:R:1
C 0.67279 -0.06689 2.46906 2.81 -0.59 -3.15 -0.027
C 0.40936 -0.67845 1.00730 -1.86 1.12 3.41 -0.234
C 1.15668 -0.41791 -0.12111 -1.28 -1.17 -0.84 -0.083
C -0.87272 -1.29355 0.94296 0.33 0.58 -1.04 -0.072
C 0.78707 -0.91457 -1.37071 -1.23 -0.40 0.89 -0.091
C -1.24493 -1.73963 -0.34970 -1.89 -1.48 2.68 -0.121
C -0.40158 -1.65336 -1.45328 -0.05 -1.71 -1.06 -0.113
H -0.04456 -0.47934 3.07981 -1.70 -0.42 1.52 0.021
H 0.70493 1.01286 2.43465 -0.40 0.26 0.08 0.057
H 2.03393 0.12490 -0.10216 1.75 1.17 0.51 0.086
H -1.62183 -1.37213 1.84697 1.87 0.12 -1.94 0.143
H 1.37124 -0.70171 -2.24506 0.31 -0.18 -0.20 0.099
H -2.24159 -2.31880 -0.20418 1.73 0.82 -1.54 0.124
H -0.56157 -2.40465 -2.30872 -0.10 1.83 0.97 0.126
H 1.65474 -0.37636 2.87113 -0.29 0.03 -0.27 0.077
C -0.71382 2.55471 -0.04231 0.88 5.10 -1.94 -0.132
C 0.23022 2.62821 -1.28644 0.90 -0.15 1.30 -0.156
H -1.49118 3.35455 -0.32444 0.88 -0.89 1.06 0.087
H -1.27566 1.73903 0.06270 -1.69 -3.71 0.48 -0.008
H -0.20670 2.85116 0.89781 -0.34 -0.22 -0.63 0.070
H 1.26933 2.54197 -0.93648 -0.15 -0.08 -0.28 0.057
H 0.11549 1.92515 -2.09430 -0.46 -0.63 0.07 0.048
H 0.15505 3.59200 -1.75236 -0.04 0.62 -0.10 0.044
```
Forces are in eV/Å.

---

2 unconnected molecules or ions with the total composition C9H14 in a non-equilibrium geometry. Source: the OMol25 dataset; level of theory: wB97M-V/def2-TZVPD.

Calculated values
Highest occupied orbital energy, eV: -9.0
Energy above the lowest of the compared OMol25 structures with the same formula, charge and spin, eV: 0.901
LUMO, eV: 1.030

```
23
Properties=species:S:1:pos:R:3:forces:R:3:lowdin_charge:R:1
C -0.62304 -1.18059 2.18225 -0.39 -0.40 0.18 -0.067
C 2.00512 0.63643 0.21045 -0.56 -1.63 -0.83 -0.084
C 1.97198 1.92997 0.68204 -1.92 -1.59 1.28 -0.090
C 1.04314 -0.35652 0.60634 1.20 3.46 0.96 -0.044
C 0.17893 -0.02566 1.66643 0.20 -1.84 -0.21 -0.295
C 0.97400 2.14147 1.65327 0.78 4.08 0.63 -0.121
C 0.16433 1.23288 2.27539 -0.34 -0.52 -1.49 -0.056
H 2.69793 0.28241 -0.54637 0.18 0.40 -0.05 0.095
H 2.56515 2.76062 0.39604 0.61 0.27 -0.47 0.088
H 1.06470 -1.28704 0.08810 -0.20 -0.65 0.08 0.093
H 0.87435 3.24317 1.93320 0.07 -1.53 0.00 0.120
H -0.12144 -1.61676 3.07421 -0.70 0.41 -0.26 0.096
H -0.60992 -1.96746 1.43541 0.00 -0.22 -0.12 0.059
H -0.60385 1.52948 3.00256 0.59 -0.27 -0.23 0.121
H -1.69095 -0.94690 2.32366 0.46 0.00 0.49 0.083
C -1.12987 -1.52638 -2.68956 1.65 -0.34 2.84 -0.170
C -1.31795 -0.02383 -2.59939 -0.70 -0.40 0.06 -0.155
H -0.14086 -1.86997 -2.98997 0.18 0.34 -0.23 0.060
H -1.23066 -1.97657 -1.66854 -0.05 0.34 -0.58 0.067
H -1.81890 -2.06022 -3.26070 -1.33 -0.43 -1.28 0.034
H -2.38469 0.14428 -2.56700 -0.41 0.33 -0.03 0.059
H -0.95022 0.44347 -3.48060 0.34 0.60 -0.75 0.049
H -0.91729 0.49370 -1.72722 0.35 -0.43 0.01 0.057
```
Forces are in eV/Å.